{
  "formula": "C6H12",
  "method": "the ωB97M-V functional and the def2-TZVPD basis",
  "e_homo_ev": -7.7,
  "elements": ["C", "C", "C", "C", "C", "C", "H", "H", "H", "H", "H", "H", "H", "H", "H", "H", "H", "H"],
  "positions_angstrom": [[0.12785, -2.60523, -0.04706], [0.49767, -0.62006, -0.92759], [-0.79647, 0.16125, -0.82540], [0.11900, 1.28772, -0.26729], [-0.46298, 2.24372, 0.76104], [1.07522, 0.16602, 0.22922], [-0.78746, -2.27243, 0.43710], [0.94681, -2.72416, 0.66352], [-0.04611, -3.52904, -0.60834], [0.55526, -1.90211, -0.99169], [-1.48317, -0.14388, -0.02136], [-1.36810, 0.33204, -1.74388], [0.58083, 1.84772, -1.08644], [0.31428, 2.89603, 1.17548], [-1.23462, 2.88147, 0.31439], [-0.91966, 1.69185, 1.59100], [2.15649, 0.34131, 0.24383], [0.74121, -0.14403, 1.23130]],
  "forces_ev_per_angstrom": [[-0.1, 0.0, 0.2], [-0.1, 0.0, 0.2], [-0.2, 0.0, -0.1], [0.0, 0.2, 0.0], [0.0, 0.0, 0.0], [0.2, 0.0, 0.1], [0.2, 0.0, -0.1], [-0.1, 0.1, -0.1], [0.0, 0.2, 0.0], [0.0, 0.0, -0.1], [0.1, 0.0, -0.1], [0.1, 0.0, 0.1], [-0.1, -0.1, 0.1], [-0.1, -0.1, -0.1], [0.1, -0.1, 0.1], [0.1, 0.1, -0.1], [-0.2, 0.0, 0.0], [0.0, 0.0, -0.1]]
}

{
  "formula": "C6H12",
  "method": "the ωB97M-V functional and the def2-TZVPD basis",
  "smiles": "C[C@H]1[C@@H](C)[C@H]1C",
  "e_homo_ev": -9.4,
  "elements": ["C", "C", "C", "C", "C", "C", "H", "H", "H", "H", "H", "H", "H", "H", "H", "H", "H", "H"],
  "positions_angstrom": [[1.17566, 0.14162, 1.10170], [0.85815, 0.33928, -0.36738], [-0.52903, 0.82882, -0.66452], [-1.36555, 1.58913, 0.35296], [-0.12140, -0.63002, -0.95836], [-0.08207, -2.02670, -0.36687], [1.80934, -0.73418, 1.27959], [0.25931, -0.00663, 1.68187], [1.67989, 1.02302, 1.51087], [1.72251, 0.57272, -0.98038], [-0.60977, 1.33023, -1.62822], [-0.91001, 2.58331, 0.46949], [-1.42291, 1.14757, 1.35013], [-2.38782, 1.75180, -0.00388], [-0.07049, -0.72511, -2.04353], [-0.26666, -2.11451, 0.70481], [0.96812, -2.32844, -0.53083], [-0.70728, -2.74192, -0.90745]],
  "forces_ev_per_angstrom": [[0.0, 0.0, 0.1], [0.3, 0.0, -0.1], [0.0, 0.1, -0.1], [0.0, -0.1, 0.1], [0.1, -0.1, -0.1], [-0.1, -0.1, 0.1], [0.0, 0.1, -0.1], [0.2, 0.0, -0.1], [0.0, -0.1, 0.0], [-0.1, 0.5, 0.0], [0.0, -0.1, 0.1], [-0.1, -0.2, 0.0], [0.0, -0.1, -0.2], [0.1, -0.2, 0.0], [0.2, 0.1, 0.2], [-0.2, 0.1, -0.1], [-0.4, -0.2, 0.1], [-0.1, 0.1, 0.2]]
}

{
  "formula": "C6H12AgCl6O4P",
  "method": "the ωB97M-V functional and the def2-TZVPD basis",
  "charge": -1,
  "multiplicity": 2,
  "s_squared": 0.758,
  "e_homo_ev": [-4.1, -3.9],
  "elements": ["Ag", "P", "O", "O", "O", "O", "Cl", "C", "C", "Cl", "H", "H", "H", "H", "Cl", "C", "C", "Cl", "H", "H", "H", "H", "Cl", "C", "C", "Cl", "H", "H", "H", "H"],
  "positions_angstrom": [[-0.22392, 1.17728, -1.35646], [-0.82347, 1.56758, -3.68259], [-1.78725, 1.69490, -4.88235], [-0.17384, 2.73108, -2.90660], [-0.03451, 0.32472, -3.28633], [-1.90864, 1.19201, -2.68652], [2.54788, 2.60942, 2.92522], [0.87277, 3.23710, 3.29640], [-0.22595, 2.18494, 3.00538], [-0.45071, 1.76750, 1.24433], [0.65345, 4.18258, 2.80034], [0.86964, 3.46584, 4.36213], [-1.20983, 2.48863, 3.36294], [0.03659, 1.25156, 3.50336], [-1.14919, -3.91104, -2.46835], [-2.13716, -2.36706, -2.58356], [-2.57815, -1.79577, -1.20308], [-1.17079, -1.12911, -0.29578], [-3.01903, -2.69041, -3.13659], [-1.62707, -1.66312, -3.24111], [-3.07146, -2.57514, -0.62227], [-3.28063, -0.96581, -1.27911], [1.15466, -1.33568, 2.79526], [2.24799, -2.16446, 1.60839], [2.93271, -1.18313, 0.61825], [1.75114, -0.28880, -0.40894], [1.66159, -2.87766, 1.02909], [2.94970, -2.73244, 2.21920], [3.68902, -1.69850, 0.02623], [3.50432, -0.49690, 1.24311]],
  "forces_ev_per_angstrom": [[1.3, 0.3, 4.2], [-2.6, 2.5, -3.4], [3.4, 0.4, -0.4], [0.7, 1.4, -2.0], [1.7, -2.6, -2.8], [-4.9, -1.6, 3.7], [-1.0, 0.5, 0.0], [-0.6, -0.6, -0.1], [0.8, -0.1, -0.1], [0.1, 0.7, 1.2], [0.4, -0.2, -0.4], [0.0, -0.3, 0.0], [0.2, 0.3, 0.0], [0.0, 0.0, -0.1], [-0.3, 0.8, 0.2], [-0.7, 0.0, 0.3], [0.6, -0.3, -0.9], [-0.8, -1.0, 0.2], [-0.1, 0.0, 0.2], [0.4, 0.1, 0.5], [0.4, 0.0, 0.2], [0.2, 0.0, -0.5], [0.4, -0.2, -0.5], [-0.2, 0.2, -0.9], [-0.1, -0.1, 1.6], [1.6, -0.8, 0.4], [-0.3, 0.1, 0.2], [0.2, 0.3, -0.2], [-0.5, -0.2, -0.4], [-0.2, 0.5, -0.2]]
}

{
  "formula": "C6H12BeN4O14",
  "method": "the ωB97M-V functional and the def2-TZVPD basis",
  "charge": -2,
  "e_homo_ev": -2.7,
  "elements": ["Be", "O", "C", "O", "O", "H", "O", "C", "O", "O", "H", "O", "C", "O", "O", "H", "O", "C", "O", "O", "H", "C", "O", "N", "N", "H", "H", "H", "H", "C", "O", "N", "N", "H", "H", "H", "H"],
  "positions_angstrom": [[-4.53409, -8.97236, 14.39255], [-1.19219, -12.81003, 17.56744], [-1.85167, -11.74768, 17.14742], [-1.70887, -10.59563, 17.64212], [-2.68738, -11.88127, 16.27000], [-1.56684, -13.51221, 17.03062], [-3.98201, -3.32982, 13.18748], [-4.80847, -4.01018, 12.44665], [-4.90624, -5.26279, 12.50555], [-5.38327, -3.39993, 11.57131], [-4.40872, -2.48575, 13.02298], [-4.19991, -11.79630, 8.78098], [-4.92888, -10.93250, 9.36251], [-4.67299, -10.42444, 10.45219], [-5.85947, -10.40412, 8.69235], [-3.71464, -12.10476, 9.54972], [-9.68753, -11.23277, 13.66025], [-8.75220, -10.29615, 14.01454], [-8.03170, -10.55952, 14.95173], [-8.45469, -9.43879, 13.15436], [-9.98409, -11.01974, 12.77241], [0.54568, -8.07459, 13.53652], [-0.70281, -8.08735, 13.60885], [1.27627, -7.01380, 13.68229], [1.04428, -9.22299, 13.17692], [0.91214, -6.12655, 13.99899], [2.25928, -7.21264, 13.56284], [2.03671, -9.39592, 13.24950], [0.32687, -9.87987, 12.90505], [-4.29075, -4.61709, 17.54933], [-4.52515, -5.65092, 16.98779], [-3.07458, -4.15459, 17.80259], [-5.16268, -3.95457, 18.17828], [-2.17298, -4.57652, 17.63167], [-3.02863, -3.17268, 18.03462], [-6.14919, -4.06611, 17.99265], [-4.81342, -3.17380, 18.71543]],
  "forces_ev_per_angstrom": [[-0.1, 0.0, -0.2], [1.5, -1.5, 1.0], [-1.2, 5.1, 0.7], [1.6, -1.2, 1.0], [-1.9, -1.9, -2.8], [0.0, -0.3, -0.1], [1.5, 1.2, 2.7], [-0.7, -4.6, -2.2], [0.6, -0.2, 1.3], [-2.0, 2.5, -1.9], [0.6, 1.0, 0.2], [2.3, -3.5, -0.8], [-4.3, 5.7, -0.9], [1.2, -0.7, 2.3], [-0.1, -0.9, -0.4], [1.0, -0.7, 0.0], [-1.2, -0.3, 0.4], [2.2, -0.8, -2.2], [0.1, -0.3, 2.6], [-0.9, 1.1, -0.5], [0.0, 0.3, -0.2], [-6.9, -0.6, 0.0], [0.8, 1.2, 0.4], [3.0, 1.8, 0.4], [2.9, -2.2, -0.8], [0.1, -0.5, -0.1], [0.0, 1.0, 0.2], [-0.4, -0.6, -0.3], [0.6, -0.2, 0.3], [2.3, -4.4, -1.7], [-0.2, -1.5, -1.4], [3.7, 2.2, 0.6], [-4.9, 4.3, 3.1], [-0.8, -0.4, -0.5], [0.4, -0.3, -0.1], [0.4, 0.0, 0.0], [-0.9, -0.1, 0.0]]
}

{
  "formula": "C6H12Br3N2",
  "method": "the ωB97M-V functional and the def2-TZVPD basis",
  "charge": 1,
  "multiplicity": 3,
  "s_squared": 2.011,
  "e_homo_ev": [-10.5, -12.7],
  "elements": ["C", "C", "C", "C", "C", "C", "N", "N", "Br", "Br", "Br", "H", "H", "H", "H", "H", "H", "H", "H", "H", "H", "H", "H"],
  "positions_angstrom": [[1.00450, 0.87966, -0.94788], [-0.25798, -1.03540, -1.54597], [1.26991, 0.36671, 0.45485], [-0.12697, -1.51819, -0.14006], [-1.38700, 1.16899, -1.20648], [-0.76844, 0.91695, 2.68171], [-0.30712, 0.50339, -1.51238], [1.23882, -1.12511, 0.37705], [-0.78815, -0.84595, 3.34316], [-1.74431, 2.14366, 3.81533], [-2.47851, 0.62703, 0.80555], [1.18732, 1.94733, -1.16946], [1.80709, 0.44262, -1.64738], [0.70687, -1.35240, -2.13760], [-1.12404, -1.38536, -2.06091], [2.29073, 0.61869, 0.71892], [0.56576, 0.79075, 1.16223], [-0.68487, -1.03034, 0.69167], [-0.08491, -2.61724, -0.07268], [-1.26091, 2.31615, -0.94823], [-2.23204, 1.02596, -1.85904], [1.96311, -1.51404, -0.20107], [1.21114, -1.32387, 1.39867]],
  "forces_ev_per_angstrom": [[1.2, 0.7, -2.2], [1.0, 1.8, -1.1], [1.3, 0.9, -1.8], [1.1, -1.0, 1.6], [-2.0, 3.7, 0.9], [-1.3, 0.6, 2.6], [3.6, -3.1, 0.6], [-1.8, 1.3, 1.7], [0.7, 0.0, -0.2], [1.1, -0.5, -1.0], [-0.3, 0.4, -1.9], [-0.3, -0.2, 1.0], [-1.2, 0.3, 0.9], [-2.0, 0.7, 0.8], [-0.6, -0.5, -0.2], [0.1, 0.3, 0.3], [-0.1, -0.5, 0.3], [-0.9, -0.8, -1.4], [-0.7, 0.4, -0.1], [0.0, -2.6, -0.5], [-0.4, -0.4, 0.2], [0.9, -0.2, 0.3], [0.7, -1.1, -0.7]]
}

{
  "formula": "C6H12Br6",
  "method": "the ωB97M-V functional and the def2-TZVPD basis",
  "e_homo_ev": -8.8,
  "elements": ["Br", "C", "C", "Br", "H", "H", "H", "H", "Br", "C", "C", "Br", "H", "H", "H", "H", "Br", "C", "C", "Br", "H", "H", "H", "H"],
  "positions_angstrom": [[1.54017, -0.63644, -2.64257], [2.35500, -1.23963, -0.91954], [3.83485, -1.56064, -1.24914], [4.76199, -2.31691, 0.30587], [1.83356, -2.12030, -0.54454], [2.26117, -0.43770, -0.18728], [4.47763, -0.72540, -1.52720], [4.00354, -2.34567, -1.98628], [-5.09763, -0.25677, -0.34328], [-3.69918, 0.77582, 0.65862], [-3.47502, 0.04524, 1.99192], [-1.85068, 0.68618, 2.97541], [-3.83597, 1.85648, 0.61910], [-2.76620, 0.63270, 0.11350], [-3.16803, -0.98245, 1.79775], [-4.40651, 0.06124, 2.55776], [1.85569, 2.74236, -0.81727], [0.78889, 1.51661, 0.31307], [0.00206, 0.58695, -0.68130], [-1.47595, -0.35766, 0.22541], [0.24816, 2.14453, 1.02118], [1.46972, 0.96469, 0.96111], [0.67954, -0.16744, -1.08131], [-0.33672, 1.13427, -1.56095]],
  "forces_ev_per_angstrom": [[2.1, -1.6, -1.8], [1.7, -0.4, -0.8], [0.1, -0.3, 0.3], [-0.3, 0.1, 0.2], [-0.1, 0.1, -0.4], [0.2, -0.1, -0.3], [-0.6, 0.2, 0.0], [-0.6, 0.2, -0.1], [0.7, 0.8, 0.6], [-1.5, 0.7, 0.2], [-0.4, 0.5, -0.4], [-1.4, 0.6, 1.0], [-1.0, -0.1, 0.7], [-3.4, 1.8, -0.4], [-0.5, 0.0, 0.0], [0.5, 0.1, 0.6], [-0.1, -0.4, 0.5], [-0.4, -0.3, -0.5], [0.4, 0.9, 1.9], [7.1, -3.8, -2.6], [-0.5, 0.0, -0.6], [0.1, -0.1, -0.3], [-1.8, 1.1, 1.7], [-0.5, 0.0, 0.4]]
}

{
  "formula": "C6H12BrFInO4P",
  "method": "the ωB97M-V functional and the def2-TZVPD basis",
  "charge": -2,
  "e_homo_ev": 0.4,
  "elements": ["C", "C", "O", "C", "In", "C", "C", "F", "C", "O", "O", "P", "O", "Br", "H", "H", "H", "H", "H", "H", "H", "H", "H", "H", "H", "H"],
  "positions_angstrom": [[2.50651, 1.76374, -0.42864], [1.27181, 1.42749, -1.27973], [1.25166, 2.28321, -2.47815], [-0.01685, 1.60241, -0.52425], [-0.67073, -0.01296, 0.91200], [-2.37920, -1.11000, -0.07157], [-2.37045, -2.61183, 0.09236], [-1.73215, -3.22769, -1.01738], [-1.36015, 0.69289, 2.93195], [-1.33758, 1.92272, 3.15432], [-1.78433, -0.23295, 3.66445], [1.04278, -2.02253, 1.03806], [1.48082, -2.26037, -0.58122], [3.03450, -1.13831, 1.80736], [2.21784, 2.11645, 0.56188], [3.16545, 0.90467, -0.30185], [3.07688, 2.55996, -0.91731], [1.37818, 0.40349, -1.66059], [2.07574, 2.11243, -2.94682], [0.03268, 2.52055, 0.06918], [-0.83164, 1.70949, -1.24999], [-3.28240, -0.71352, 0.39856], [-2.43395, -0.89780, -1.14557], [-1.81742, -2.95454, 0.97098], [-3.37181, -3.06400, 0.12718], [0.85379, -1.77298, -1.12521]],
  "forces_ev_per_angstrom": [[0.1, 0.0, -0.1], [0.0, 0.1, 0.0], [0.0, 0.0, 0.0], [0.1, -0.1, -0.2], [-0.1, 0.5, 0.3], [0.3, -0.1, -0.2], [-0.1, -0.1, 0.0], [0.1, 0.0, 0.0], [0.0, -0.1, 0.0], [0.0, 0.0, 0.0], [0.0, 0.1, 0.0], [0.0, -0.4, -0.2], [-0.2, -0.1, 0.1], [0.2, 0.2, 0.1], [0.0, 0.0, 0.0], [-0.1, 0.0, 0.1], [0.0, 0.0, 0.0], [-0.1, 0.0, 0.0], [0.0, 0.0, 0.0], [-0.1, 0.0, 0.0], [0.0, -0.1, 0.1], [0.0, 0.1, 0.0], [-0.2, 0.0, 0.0], [0.0, 0.0, 0.0], [0.0, 0.0, 0.0], [0.1, 0.1, -0.1]]
}

{
  "formula": "C6H12Cl",
  "method": "the ωB97M-V functional and the def2-TZVPD basis",
  "multiplicity": 2,
  "s_squared": 0.755,
  "e_homo_ev": [-8.1, -10.5],
  "elements": ["Cl", "H", "C", "C", "C", "C", "C", "C", "H", "H", "H", "H", "H", "H", "H", "H", "H", "H", "H"],
  "positions_angstrom": [[0.69270, -3.50165, 0.00000], [0.04219, -2.29646, 0.00000], [0.56707, -1.11226, 0.00000], [0.14121, -0.53321, -1.32535], [-0.44770, 0.87954, -1.33773], [-0.03664, 1.71074, 0.00000], [-0.44770, 0.87954, 1.33773], [0.14121, -0.53321, 1.32535], [1.53212, -1.45065, 0.00000], [0.99188, -0.52729, -1.97276], [-0.64394, -1.15008, -1.85797], [-0.12094, 1.46545, -2.11990], [-1.54580, 0.89165, -1.30508], [1.03513, 1.90083, 0.00000], [-0.58202, 2.69730, 0.00000], [-0.12094, 1.46545, 2.11990], [-1.54580, 0.89165, 1.30508], [-0.64394, -1.15008, 1.85797], [0.99188, -0.52729, 1.97276]],
  "forces_ev_per_angstrom": [[0.4, -4.1, 0.0], [-0.7, 1.0, 0.0], [-2.2, 2.9, 0.0], [-1.5, -0.1, -0.9], [-0.5, 0.6, 4.6], [-1.3, -1.2, 0.0], [-0.5, 0.6, -4.6], [-1.5, -0.1, 0.9], [2.4, 0.0, 0.0], [0.6, -0.2, -0.5], [0.9, 0.1, 0.6], [0.6, 0.9, -2.0], [0.2, -0.2, -0.3], [0.1, 0.0, 0.0], [0.6, -1.0, 0.0], [0.6, 0.9, 2.0], [0.2, -0.2, 0.3], [0.9, 0.1, -0.6], [0.6, -0.2, 0.5]]
}

| no. | E (eV) |
| --- | --- |
| 1 | -6411.9092 |
| 2 | -6415.2270 |
| 3 | -103029.5283 |
| 4 | -41437.0642 |
| 5 | -219511.7645 |
| 6 | -426667.2119 |
| 7 | -101828.9295 |
| 8 | -18935.9385 |